[1]
{"formula": "C41H49MnN5S", "method": "ωB97M-V/def2-TZVPD", "de_lowest_kj_mol": 0.0, "s2": 8.759, "homo_energy_ev": [-6.4, -6.4], "multiplicity": 6, "total_charge": 0, "species": ["Mn", "C", "C", "C", "C", "C", "C", "C", "C", "C", "C", "C", "C", "C", "C", "C", "C", "N", "C", "C", "C", "N", "C", "C", "C", "N", "C", "C", "C", "C", "C", "C", "C", "C", "C", "C", "C", "C", "N", "C", "C", "H", "H", "H", "H", "H", "H", "H", "H", "H", "H", "H", "H", "H", "H", "H", "H", "H", "H", "H", "H", "H", "H", "H", "H", "H", "H", "H", "H", "H", "H", "H", "H", "H", "H", "H", "H", "H", "H", "H", "H", "H", "H", "H", "H", "S", "C", "N", "C", "C", "C", "C", "H", "H", "H", "H", "H"], "coordinates": [[0.12421, 0.11977, 0.43116], [1.03938, 2.61470, -5.26947], [0.52290, 3.48917, -4.12506], [-0.13367, 2.68038, -3.04814], [-1.46041, 2.36896, -2.92929], [-2.58639, 2.80608, -3.81327], [-3.34624, 4.00467, -3.23998], [-1.59213, 1.56444, -1.73628], [-2.78400, 1.01684, -1.24625], [-2.95648, 0.19100, -0.13811], [-4.21507, -0.30476, 0.37698], [-5.56405, -0.02542, -0.21057], [-5.85460, -0.83934, -1.47242], [-3.91998, -1.04814, 1.48589], [-2.48112, -0.97915, 1.66129], [-1.77482, -1.52227, 2.75062], [-0.43309, -1.36316, 3.06727], [0.46104, -0.63368, 2.35258], [1.67342, -0.76531, 2.92736], [2.85818, -0.26163, 2.40357], [3.03536, 0.49405, 1.23660], [2.03637, 1.06633, 0.52439], [2.60767, 1.53423, -0.62403], [1.91817, 2.04386, -1.70628], [0.53830, 2.04051, -1.94010], [-0.36509, 1.39483, -1.17011], [4.05653, 1.33933, -0.58489], [4.32447, 0.69422, 0.57761], [5.59794, 0.19946, 1.20375], [6.89507, 0.36377, 0.42296], [4.97357, 1.84532, -1.65818], [5.35920, 3.31017, -1.43883], [1.55546, -1.60902, 4.11710], [0.25262, -1.97606, 4.20584], [-0.39316, -2.88622, 5.20092], [-0.60156, -4.30173, 4.65405], [2.69790, -2.01210, 4.99438], [3.46582, -3.21195, 4.43282], [-1.93940, -0.25952, 0.65098], [-4.87158, -1.72601, 2.42265], [-5.22135, -0.85053, 3.62839], [0.21632, 2.06999, -5.73661], [1.75466, 1.87763, -4.89798], [1.53401, 3.21116, -6.03766], [1.35068, 4.06474, -3.70464], [-0.18486, 4.22337, -4.51642], [-3.27969, 1.97379, -3.96851], [-2.19566, 3.06097, -4.80130], [-3.75078, 3.77229, -2.25371], [-4.17209, 4.30015, -3.88898], [-2.67854, 4.85981, -3.12549], [-3.68280, 1.28329, -1.79135], [-5.64542, 1.04038, -0.44188], [-6.33129, -0.23085, 0.53866], [-5.14239, -0.60090, -2.26485], [-6.85513, -0.62956, -1.85405], [-5.78842, -1.91025, -1.26947], [-2.36065, -2.11084, 3.44648], [3.76419, -0.55550, 2.91952], [2.52311, 2.46585, -2.50032], [5.46761, -0.86328, 1.43065], [5.70732, 0.69300, 2.17559], [6.88450, -0.21547, -0.50053], [7.73151, 0.00510, 1.02402], [7.09414, 1.40578, 0.17156], [4.48156, 1.74516, -2.62864], [5.86845, 1.23256, -1.71881], [4.47090, 3.94285, -1.40152], [6.00388, 3.67308, -2.24119], [5.88808, 3.43368, -0.49254], [-1.35525, -2.46880, 5.51127], [0.22356, -2.93526, 6.10075], [-1.08426, -4.94110, 5.39473], [0.35368, -4.75336, 4.38302], [-1.22123, -4.28777, 3.75664], [2.32525, -2.25476, 5.99180], [3.37886, -1.16672, 5.12049], [2.81316, -4.08256, 4.35333], [4.31015, -3.47516, 5.07171], [3.84644, -2.99890, 3.43272], [-4.43965, -2.66929, 2.76688], [-5.78601, -1.99240, 1.88739], [-4.32224, -0.57927, 4.18337], [-5.90201, -1.36545, 4.30813], [-5.69768, 0.07606, 3.30430], [1.09942, -2.12859, -0.58374], [0.08620, -1.78547, -1.89811], [-1.25077, -2.01400, -1.79232], [-2.16271, -1.74906, -2.75745], [-1.76531, -1.23255, -3.94734], [-0.39098, -0.95864, -4.12246], [0.50781, -1.22649, -3.13214], [-1.56997, -2.32199, -0.88062], [-3.18872, -1.96453, -2.49893], [-2.48889, -1.02253, -4.71993], [-0.05171, -0.52273, -5.05234], [1.56024, -1.00275, -3.22911]], "forces_ev_per_angstrom": [[0.29, 0.01, 0.09], [0.03, -0.02, -0.01], [0.00, -0.05, 0.01], [-0.07, -0.10, -0.09], [0.01, 0.12, 0.03], [0.00, 0.01, 0.01], [-0.01, 0.02, 0.00], [-0.09, -0.09, 0.03], [0.11, 0.09, -0.02], [0.00, 0.06, -0.01], [-0.01, -0.05, -0.02], [0.02, 0.02, 0.03], [-0.04, -0.02, -0.04], [0.02, 0.02, 0.01], [-0.11, -0.06, 0.10], [0.02, 0.05, -0.07], [0.07, -0.03, 0.09], [-0.29, 0.18, -0.07], [-0.06, -0.10, 0.11], [0.22, 0.11, -0.04], [-0.19, 0.02, 0.30], [0.21, -0.53, -0.38], [0.03, 0.03, 0.17], [0.11, 0.17, -0.19], [-0.17, 0.11, 0.04], [-0.10, -0.11, 0.04], [0.03, 0.16, -0.08], [0.03, -0.04, 0.18], [-0.01, -0.02, 0.00], [0.02, 0.01, -0.01], [-0.03, 0.01, -0.04], [0.00, 0.01, -0.02], [0.08, 0.01, -0.03], [-0.10, 0.01, -0.06], [0.01, -0.01, 0.00], [0.00, -0.01, 0.01], [-0.01, 0.00, 0.00], [0.01, -0.02, -0.01], [0.12, 0.06, 0.14], [-0.01, 0.02, -0.02], [-0.01, 0.00, 0.02], [-0.01, 0.01, -0.01], [0.00, 0.00, 0.00], [-0.01, 0.00, -0.01], [-0.01, 0.00, 0.02], [-0.01, -0.01, 0.00], [0.00, -0.01, 0.01], [0.00, 0.00, 0.00], [0.00, 0.00, -0.01], [0.00, 0.00, -0.01], [0.00, 0.00, 0.00], [-0.02, -0.02, -0.01], [-0.01, -0.01, 0.00], [-0.01, -0.01, -0.01], [0.02, 0.00, 0.01], [0.00, -0.01, 0.00], [0.01, 0.00, 0.01], [-0.01, -0.01, 0.00], [-0.02, 0.00, 0.01], [-0.01, 0.03, 0.01], [0.01, 0.01, 0.01], [0.00, 0.00, 0.00], [0.00, 0.00, 0.00], [0.00, 0.00, 0.00], [0.00, 0.00, 0.01], [0.00, 0.00, 0.00], [0.01, 0.00, 0.00], [0.00, 0.00, 0.01], [0.00, 0.00, 0.00], [0.00, 0.00, 0.00], [0.00, 0.00, 0.00], [0.00, 0.01, 0.01], [0.00, 0.00, 0.00], [0.00, 0.00, 0.00], [0.00, 0.01, 0.00], [0.00, 0.00, 0.00], [0.00, 0.00, 0.00], [0.00, 0.00, 0.00], [0.00, 0.00, 0.01], [0.00, 0.01, 0.00], [0.00, 0.00, 0.00], [0.00, 0.00, -0.01], [0.00, 0.00, 0.00], [0.00, 0.00, 0.00], [0.00, 0.00, -0.01], [-0.11, 0.05, -0.13], [0.03, 0.04, -0.10], [-0.02, -0.04, -0.05], [0.00, -0.04, 0.06], [0.06, 0.00, -0.03], [-0.09, 0.00, 0.00], [0.04, -0.06, 0.11], [0.02, -0.02, 0.00], [-0.01, 0.00, -0.02], [0.00, 0.01, 0.00], [0.03, 0.03, -0.02], [-0.01, 0.00, -0.05]], "lowdin_charge": [0.769, -0.091, -0.192, -0.133, -0.143, -0.200, -0.085, -0.235, 0.044, -0.253, -0.135, -0.191, -0.093, -0.135, -0.230, 0.055, -0.222, 0.017, -0.229, 0.051, -0.242, 0.039, -0.236, 0.053, -0.238, 0.042, -0.114, -0.109, -0.190, -0.102, -0.200, -0.085, -0.123, -0.124, -0.191, -0.084, -0.192, -0.082, 0.024, -0.201, -0.087, 0.066, 0.068, 0.070, 0.109, 0.106, 0.103, 0.104, 0.070, 0.070, 0.077, 0.104, 0.113, 0.104, 0.052, 0.071, 0.077, 0.099, 0.097, 0.100, 0.113, 0.120, 0.075, 0.072, 0.066, 0.101, 0.085, 0.073, 0.071, 0.070, 0.108, 0.103, 0.070, 0.067, 0.068, 0.103, 0.108, 0.066, 0.071, 0.069, 0.106, 0.104, 0.071, 0.070, 0.075, 0.667, -0.758, 0.068, -0.075, -0.055, -0.041, -0.082, 0.134, 0.120, 0.109, 0.108, 0.109]}



[2]
{"formula": "C41H50AuBCl2N9O2S4", "method": "ωB97M-V/def2-TZVPD", "homo_energy_ev": -9.7, "multiplicity": 1, "total_charge": 1, "species": ["Au", "C", "C", "C", "C", "N", "C", "C", "N", "B", "N", "C", "C", "N", "C", "S", "C", "C", "C", "C", "N", "C", "C", "N", "C", "S", "C", "C", "C", "C", "C", "S", "H", "H", "H", "H", "H", "H", "H", "H", "H", "H", "H", "H", "H", "H", "H", "H", "H", "H", "H", "H", "H", "H", "H", "H", "H", "H", "H", "H", "H", "H", "H", "H", "H", "H", "N", "C", "S", "C", "C", "C", "N", "C", "C", "H", "H", "H", "H", "H", "H", "Cl", "C", "C", "C", "C", "C", "Cl", "C", "N", "C", "C", "C", "C", "C", "C", "C", "C", "O", "O", "H", "H", "H", "H", "H", "H", "H", "H", "H", "H"], "coordinates": [[0.12366, 0.33664, 0.12152], [-1.92092, -2.58423, -2.95930], [-1.57141, -3.87450, -2.22946], [-2.74044, -4.24287, -1.31103], [-1.31847, -4.96725, -3.27003], [-0.34658, -3.79307, -1.35905], [0.02780, -4.91029, -0.63324], [1.13801, -4.59658, 0.05670], [1.46350, -3.29246, -0.23164], [2.68196, -2.64428, 0.48090], [2.36793, -2.20966, 1.94114], [3.37142, -2.22399, 2.87375], [2.91844, -1.59995, 3.97972], [1.62516, -1.18863, 3.73102], [1.31356, -1.56990, 2.47277], [-0.19225, -1.36875, 1.62725], [0.90662, -0.36795, 4.77236], [1.74400, 0.89609, 4.98483], [-0.50231, 0.04784, 4.37491], [0.83213, -1.21496, 6.04311], [3.31045, -1.51135, -0.36522], [3.96085, -1.87104, -1.52008], [4.34960, -0.74570, -2.14554], [3.94951, 0.32567, -1.37570], [3.28662, -0.16188, -0.29111], [2.49948, 0.74574, 0.94717], [4.26281, 1.72325, -1.85116], [4.00315, 2.80914, -0.81416], [3.40615, 1.97471, -3.09188], [5.75486, 1.76690, -2.19298], [0.55151, -2.80577, -1.10314], [0.60063, -1.22021, -1.78887], [-2.82433, -2.79181, -3.53551], [-2.12798, -1.76143, -2.27870], [-1.14359, -2.26925, -3.65030], [-3.66174, -4.26017, -1.89314], [-2.61973, -5.22385, -0.85308], [-2.84616, -3.50299, -0.51534], [-2.19710, -5.06459, -3.90777], [-0.46712, -4.70562, -3.89930], [-1.12930, -5.93899, -2.81540], [-0.51449, -5.83528, -0.68378], [1.73923, -5.19262, 0.72099], [3.50524, -3.51252, 0.58213], [4.32536, -2.67656, 2.66750], [3.40484, -1.42148, 4.91984], [1.85445, 1.44382, 4.04789], [1.24047, 1.53984, 5.70594], [2.73664, 0.67308, 5.37461], [-0.51260, 0.68531, 3.49334], [-1.15691, -0.80375, 4.20402], [-0.90177, 0.62069, 5.21324], [1.81694, -1.48390, 6.42271], [0.32542, -0.64286, 6.82016], [0.26512, -2.12973, 5.86625], [4.09543, -2.90274, -1.79481], [4.88724, -0.62292, -3.06576], [2.95410, 2.92468, -0.56637], [4.55473, 2.63314, 0.10931], [4.36193, 3.74350, -1.24909], [2.34951, 1.85037, -2.85400], [3.57265, 2.99307, -3.44891], [3.65411, 1.29084, -3.90453], [6.35966, 1.55810, -1.30947], [6.03581, 1.07151, -2.98172], [5.99932, 2.76888, -2.54438], [-6.90126, 1.37753, 1.56503], [-5.99953, 2.33590, 1.30284], [-6.39949, 3.91740, 1.16228], [-4.59454, 1.85385, 1.10494], [-3.52795, 2.70894, 1.35148], [-2.23291, 2.27272, 1.14245], [-1.96130, 1.04204, 0.69492], [-2.97901, 0.21225, 0.45836], [-4.29865, 0.57048, 0.65292], [-7.85902, 1.65157, 1.70358], [-6.64127, 0.42889, 1.77067], [-3.71509, 3.71609, 1.69272], [-1.38415, 2.91646, 1.31355], [-2.72705, -0.76947, 0.07399], [-5.06397, -0.14641, 0.38546], [-1.10438, 5.62532, -5.08809], [-0.10337, 4.30207, -5.61947], [0.81380, 4.60880, -6.61385], [1.66199, 3.64839, -7.12956], [1.57275, 2.35318, -6.64851], [0.65498, 2.05255, -5.66489], [0.54700, 0.39571, -5.12936], [-0.21496, 3.00178, -5.08497], [-1.06287, 2.57306, -4.08745], [-1.90572, 3.35840, -3.24444], [-3.27659, 3.34455, -3.46126], [-4.12366, 4.07440, -2.64263], [-3.59652, 4.82851, -1.60461], [-2.22768, 4.83833, -1.38407], [-1.36896, 4.10306, -2.19306], [0.10987, 4.07342, -1.89312], [0.32541, 2.98920, -0.86123], [0.46949, 3.22303, 0.32874], [0.24138, 1.77055, -1.34555], [0.84638, 5.62776, -6.97413], [2.37110, 3.90084, -7.90499], [2.19866, 1.56212, -7.03864], [-0.79665, 1.68568, -3.69057], [-3.66135, 2.76452, -4.29049], [-5.19090, 4.06226, -2.82143], [-4.24992, 5.40960, -0.96636], [-1.81344, 5.43003, -0.57496], [0.42706, 5.01526, -1.44904], [0.69515, 3.87907, -2.79020]], "forces_ev_per_angstrom": [[0.26, 0.30, 0.16], [-0.01, 0.00, -0.01], [0.01, -0.01, 0.00], [-0.01, -0.01, -0.03], [-0.03, 0.00, 0.00], [0.11, 0.05, 0.06], [0.02, -0.06, 0.04], [-0.01, -0.11, 0.02], [-0.14, 0.10, -0.07], [-0.06, -0.04, -0.03], [-0.07, 0.08, 0.10], [0.03, 0.01, 0.02], [0.02, -0.01, 0.02], [0.03, -0.07, -0.13], [0.06, 0.06, -0.04], [-0.12, -0.10, 0.08], [0.00, 0.01, 0.01], [0.00, -0.01, 0.03], [-0.02, 0.00, 0.00], [0.00, 0.04, 0.02], [0.05, 0.12, -0.05], [0.04, -0.05, -0.01], [0.02, -0.01, -0.02], [-0.06, -0.12, 0.08], [0.05, 0.06, -0.04], [-0.19, 0.02, -0.14], [-0.01, 0.03, 0.00], [0.01, -0.02, 0.02], [-0.01, 0.03, -0.01], [0.01, 0.00, -0.01], [0.01, 0.06, -0.08], [-0.06, -0.17, -0.16], [0.01, 0.01, 0.01], [0.01, 0.01, 0.01], [0.01, 0.00, 0.00], [0.01, 0.00, 0.00], [0.00, 0.01, 0.01], [0.00, 0.00, -0.01], [0.01, 0.00, 0.01], [0.00, 0.01, 0.01], [0.00, 0.00, 0.00], [0.01, 0.01, 0.02], [-0.03, 0.01, -0.01], [0.06, -0.03, -0.02], [-0.02, 0.00, 0.01], [0.00, -0.01, -0.02], [-0.01, -0.01, 0.00], [0.00, -0.01, 0.00], [0.00, 0.00, -0.01], [0.01, 0.01, -0.02], [0.00, -0.01, -0.01], [0.01, -0.01, -0.02], [0.00, 0.00, 0.00], [0.00, -0.01, -0.01], [0.00, 0.01, -0.01], [0.00, 0.02, 0.00], [-0.02, -0.02, 0.00], [-0.04, 0.00, 0.00], [-0.01, -0.01, -0.01], [-0.01, -0.01, 0.01], [-0.06, 0.01, 0.01], [-0.01, -0.03, 0.01], [0.00, -0.03, 0.00], [0.00, -0.01, -0.01], [0.00, 0.01, -0.01], [0.00, 0.00, 0.01], [0.01, -0.06, 0.00], [0.02, -0.07, -0.06], [0.01, 0.06, -0.03], [0.09, 0.09, 0.05], [-0.03, -0.08, 0.02], [-0.06, -0.02, 0.03], [-0.01, -0.04, -0.11], [-0.05, -0.02, -0.08], [0.02, -0.05, -0.10], [-0.04, 0.01, 0.01], [0.04, 0.01, 0.02], [0.00, 0.03, 0.01], [0.04, 0.03, 0.01], [0.01, 0.00, 0.02], [-0.04, 0.05, 0.05], [-0.06, -0.09, 0.06], [-0.02, -0.13, 0.10], [0.01, -0.01, 0.00], [0.02, 0.01, -0.02], [-0.03, -0.03, 0.00], [-0.07, 0.03, 0.01], [0.09, -0.03, 0.09], [0.18, 0.14, -0.06], [-0.16, 0.04, -0.10], [0.06, 0.17, 0.02], [0.09, -0.06, -0.02], [-0.04, 0.01, 0.03], [-0.04, 0.04, 0.02], [0.04, 0.00, -0.01], [-0.07, -0.03, -0.04], [0.04, 0.12, 0.07], [-0.02, -0.36, 0.28], [0.03, 0.25, -0.19], [0.09, 0.01, 0.14], [0.00, -0.01, -0.01], [0.00, 0.00, 0.01], [0.00, 0.01, 0.00], [0.01, -0.06, 0.03], [0.00, 0.01, 0.00], [0.00, 0.01, 0.01], [-0.01, -0.03, -0.01], [0.01, -0.01, -0.01], [0.00, 0.01, -0.04], [0.01, -0.04, -0.01]], "lowdin_charge": [0.684, -0.083, -0.534, -0.024, -0.021, 0.017, -0.036, -0.033, 0.027, -0.571, 0.032, -0.022, -0.026, 0.022, -0.639, 0.726, -0.529, -0.017, -0.078, -0.022, 0.024, -0.050, -0.033, 0.030, -0.627, 0.770, -0.519, -0.067, -0.019, -0.029, -0.640, 0.718, 0.096, 0.056, 0.056, 0.095, 0.080, 0.085, 0.096, 0.098, 0.080, 0.124, 0.132, 0.128, 0.135, 0.128, 0.084, 0.098, 0.084, 0.058, 0.069, 0.097, 0.080, 0.097, 0.097, 0.135, 0.126, 0.036, 0.081, 0.097, 0.066, 0.102, 0.084, 0.099, 0.074, 0.096, 0.093, -0.826, 0.717, -0.210, -0.011, -0.082, -0.032, -0.129, 0.004, 0.104, 0.101, 0.099, 0.103, 0.089, 0.117, 0.749, -0.559, -0.121, -0.090, -0.122, -0.575, 0.705, -0.285, 0.067, -0.256, -0.020, -0.070, -0.080, -0.033, -0.191, -0.030, -0.640, -0.014, -0.230, 0.103, 0.107, 0.105, 0.070, 0.119, 0.107, 0.095, 0.125, 0.135, 0.112]}



Number 1: total energy -92922.4909 eV. Number 2: total energy -133589.6737 eV.